The following is a quantum chemistry calculation of the ion C22H29N2O3S with charge +1 in a non-equilibrium geometry, from OMol25.

XYZ file:
```
57
Properties=species:S:1:pos:R:3:forces:R:3
S 4.795 0.579 -2.169 -0.19 -0.30 -0.11
H 4.990 1.729 -1.527 0.02 0.24 0.17
C 3.337 0.042 -1.190 0.31 0.42 -0.07
C 2.176 0.984 -1.485 0.27 0.04 -0.28
O 0.925 0.351 -1.247 -0.05 -0.26 0.10
C -0.179 1.241 -1.465 -0.28 0.16 0.03
C -0.374 2.192 -0.314 0.08 -0.10 -0.14
C -1.099 1.786 0.802 0.01 0.03 -0.10
C -1.243 2.627 1.891 -0.03 -0.08 0.07
C -0.660 3.884 1.877 0.01 0.03 0.02
C 0.052 4.301 0.766 0.05 0.08 0.01
C 0.193 3.461 -0.325 -0.08 -0.05 -0.02
H 0.732 3.802 -1.198 0.06 0.03 -0.10
H 0.493 5.286 0.744 0.04 0.10 0.01
H -0.772 4.540 2.726 -0.02 0.07 0.08
H -1.815 2.304 2.747 -0.07 -0.01 0.10
H -1.577 0.816 0.801 -0.08 -0.15 -0.01
H -0.017 1.786 -2.400 0.01 -0.07 0.03
H -1.051 0.594 -1.576 0.12 0.20 -0.03
H 2.215 1.286 -2.540 -0.06 -0.02 0.18
H 2.265 1.886 -0.864 0.03 -0.07 -0.05
H 3.117 -0.945 -1.601 0.00 -0.03 -0.01
C 3.746 -0.060 0.295 0.18 -0.17 -0.19
N 2.959 -0.902 1.149 -0.35 0.01 -0.06
C 2.978 -2.317 0.937 -0.10 -0.10 0.04
H 2.934 -2.813 1.913 0.04 -0.14 -0.13
C 1.810 -2.826 0.058 0.83 -0.28 0.10
N 0.595 -1.991 0.257 -0.04 0.17 -0.19
H 0.648 -1.169 -0.392 -0.01 -0.19 0.04
C 0.590 -1.410 1.616 0.13 0.52 0.57
H -0.360 -0.906 1.785 0.07 -0.12 -0.06
H 0.696 -2.220 2.340 -0.07 -0.06 -0.12
C 1.734 -0.398 1.737 0.11 0.09 0.27
H 1.893 -0.185 2.804 -0.23 0.01 -0.06
H 1.441 0.537 1.255 -0.04 -0.05 0.04
C -0.631 -2.794 -0.038 -0.64 -0.12 -0.11
C -1.886 -1.971 -0.103 0.04 -0.02 0.11
C -2.661 -1.766 1.030 0.11 -0.09 -0.14
C -3.830 -1.008 0.996 -0.25 0.23 -0.20
C -4.194 -0.469 -0.215 0.52 -0.24 -0.35
C -3.429 -0.689 -1.369 -0.14 -0.01 0.55
C -2.276 -1.434 -1.339 -0.35 0.08 -0.04
H -1.714 -1.620 -2.240 0.12 -0.02 -0.16
O -4.007 -0.057 -2.421 0.44 -0.26 -0.03
C -5.182 0.552 -1.916 -0.89 0.71 -0.73
O -5.264 0.297 -0.527 0.08 -0.15 0.47
H -5.140 1.637 -2.092 0.06 -0.26 0.10
H -6.063 0.131 -2.423 0.24 0.01 0.16
H -4.429 -0.855 1.876 -0.10 0.02 0.14
H -2.373 -2.220 1.966 0.06 -0.08 0.11
H -0.717 -3.553 0.744 0.17 0.05 -0.07
H -0.471 -3.291 -0.996 0.14 -0.01 0.11
H 1.579 -3.857 0.337 -0.15 0.07 -0.07
H 2.068 -2.809 -1.002 -0.15 0.04 0.02
H 3.923 -2.598 0.473 -0.03 -0.09 0.02
H 4.771 -0.442 0.324 -0.06 0.14 0.00
H 3.758 0.943 0.730 0.09 0.04 -0.06
```
Forces are in eV/Å.

## Properties
total energy	-1588.8881	hartree
E_LUMO	-2.07	eV
maximum force	1.4	eV Å⁻¹
relative energy (zero: lowest compared OMol25 entry of this formula, charge and spin)	10.3	kJ/mol
charge	+1
gap between HOMO and LUMO	9.137	eV
2S+1	1

---

The following is a quantum chemistry calculation of an isolated molecule of C22H29N3O6S, from OMol25.

XYZ file:
```
61
Properties=species:S:1:pos:R:3:forces:R:3
C 3.403 3.119 -1.694 -0.02 -0.05 -0.08
H 4.168 3.554 -2.347 -0.02 -0.01 0.01
O 3.761 3.250 -0.340 -0.16 0.13 0.18
C 5.055 2.777 -0.026 0.36 -0.22 -0.05
C 5.169 1.251 0.068 -0.32 0.30 0.24
C 4.392 0.683 1.259 0.30 -0.19 -0.22
N 2.975 0.914 1.139 -0.01 0.30 0.02
C 2.079 -0.084 0.976 0.14 0.16 0.11
O 2.402 -1.264 0.998 -0.05 -0.22 0.09
C 0.673 0.350 0.782 -0.42 -0.14 -0.01
C 0.316 1.523 0.118 0.00 -0.25 0.08
C -1.010 1.829 -0.089 -0.06 -0.03 -0.11
C -2.053 0.991 0.337 0.47 0.04 0.26
C -1.681 -0.211 0.976 0.26 0.53 -0.17
C -0.345 -0.504 1.193 0.32 0.29 0.06
H -0.074 -1.432 1.677 0.03 -0.15 -0.04
N -2.668 -1.176 1.276 -0.47 -0.55 -0.58
S -3.120 -2.105 -0.072 0.09 -0.37 0.24
O -4.168 -2.970 0.378 0.30 -0.20 0.21
O -3.386 -1.206 -1.155 0.41 0.07 0.02
C -1.620 -3.011 -0.366 -0.70 0.41 -0.05
C -1.409 -4.205 0.302 0.01 -0.14 0.05
C -0.156 -4.778 0.282 0.17 0.07 -0.02
C 0.903 -4.137 -0.374 -0.32 0.10 -0.01
C 0.663 -2.953 -1.072 0.17 -0.17 -0.02
C -0.601 -2.392 -1.061 -0.01 -0.09 -0.18
H -0.810 -1.473 -1.586 0.08 0.14 -0.07
H 1.458 -2.451 -1.597 0.11 0.05 -0.02
O 2.106 -4.737 -0.277 -0.26 -0.19 0.09
C 3.251 -4.005 -0.668 0.25 0.20 -0.05
H 4.103 -4.598 -0.340 -0.03 0.05 -0.06
H 3.294 -3.882 -1.755 -0.01 -0.02 0.03
H 3.265 -3.028 -0.177 0.02 -0.06 -0.06
H 0.045 -5.706 0.793 0.01 -0.11 0.06
H -2.233 -4.660 0.829 -0.04 -0.15 0.09
H -2.404 -1.807 2.020 -0.01 -0.09 0.13
N -3.350 1.415 0.175 -0.24 0.03 -0.03
C -4.450 0.877 0.947 -0.44 0.40 0.27
H -4.097 0.580 1.933 -0.13 0.04 -0.08
C -5.498 1.987 1.105 0.18 -0.26 0.25
H -6.378 1.606 1.624 0.08 0.00 0.04
O -5.952 2.472 -0.135 -0.14 -0.04 -0.12
C -4.877 2.964 -0.900 0.27 -0.01 -0.24
H -5.301 3.286 -1.853 0.08 0.01 0.03
C -3.814 1.886 -1.117 -0.28 0.26 -0.09
H -2.986 2.286 -1.699 -0.03 0.00 -0.01
H -4.254 1.041 -1.664 0.04 0.10 -0.04
H -4.424 3.830 -0.390 -0.02 -0.06 -0.07
H -5.060 2.814 1.687 -0.04 -0.10 -0.01
H -4.901 0.009 0.448 -0.03 0.08 0.11
H -1.259 2.757 -0.580 -0.05 0.09 0.00
H 1.072 2.200 -0.250 0.11 0.10 -0.04
H 2.685 1.876 1.055 -0.12 -0.14 0.00
H 4.531 -0.400 1.319 0.01 0.18 0.10
H 4.757 1.141 2.185 0.01 -0.09 -0.03
H 6.223 0.994 0.179 0.07 -0.01 -0.04
H 4.805 0.794 -0.854 0.06 -0.07 -0.05
H 5.292 3.222 0.945 0.09 -0.02 -0.07
H 5.774 3.153 -0.768 -0.06 0.04 0.08
H 3.244 2.074 -1.980 -0.01 0.02 -0.02
H 2.472 3.669 -1.822 0.01 -0.03 -0.08
```
Forces are in eV/Å.

## Properties
total energy	-1869.5960	hartree
E_LUMO	0.53	eV
maximum force	0.9	eV Å⁻¹
relative energy (zero: lowest compared OMol25 entry of this formula, charge and spin)	303.1	kJ/mol
gap between HOMO and LUMO	8.390	eV
2S+1	1

---

The following is a quantum chemistry calculation of an isolated molecule of C22H29N5O2, from OMol25.

XYZ file:
```
58
Properties=species:S:1:pos:R:3:forces:R:3
C -6.036 -1.810 -2.269 -0.12 -0.04 0.21
C -6.539 -1.199 -0.965 0.00 0.14 -0.21
C -6.112 0.263 -0.771 0.01 -0.10 0.28
C -4.886 0.445 0.124 0.01 -0.02 -0.30
C -3.611 -0.157 -0.464 -0.27 -0.07 0.07
N -2.473 0.140 0.376 -0.24 0.24 -0.09
C -1.692 -0.797 0.913 0.15 0.03 0.14
O -1.794 -1.994 0.747 -0.03 -0.38 0.00
C -0.556 -0.195 1.781 0.10 -0.58 -0.39
C -1.136 0.702 2.749 0.03 0.15 0.36
N -1.609 1.412 3.510 -0.23 0.32 0.37
C 0.373 0.576 0.871 0.08 0.52 -0.23
N -0.104 1.704 0.426 0.09 -0.29 0.20
C 0.704 2.541 -0.264 0.59 -0.09 -0.05
C 0.210 3.749 -0.780 0.12 0.22 -0.11
C 1.073 4.623 -1.386 -0.35 0.00 0.03
C 2.440 4.324 -1.491 0.26 -0.14 0.04
C 2.945 3.149 -1.003 -0.04 0.18 -0.10
C 2.080 2.221 -0.395 -0.64 0.19 -0.01
N 2.544 1.025 0.013 -0.12 -0.51 0.13
C 1.717 0.162 0.571 0.45 0.66 -0.23
N 2.219 -1.055 0.950 0.04 -0.06 0.38
C 3.656 -1.236 0.826 0.25 0.00 -0.26
H 4.147 -0.286 1.031 0.06 -0.15 0.03
C 4.036 -1.738 -0.574 0.30 0.32 0.22
C 5.525 -2.025 -0.684 -0.50 0.02 -0.03
H 5.752 -2.404 -1.676 0.07 -0.02 -0.09
H 6.094 -1.116 -0.507 0.11 0.10 0.01
H 5.810 -2.777 0.047 0.07 -0.08 0.11
O 3.338 -2.937 -0.861 0.08 -0.16 -0.03
C 1.939 -2.773 -0.779 -0.49 -0.12 0.21
C 1.280 -4.102 -1.112 0.27 0.40 0.02
H 1.556 -4.409 -2.117 -0.01 -0.06 -0.10
H 0.200 -4.008 -1.045 -0.14 -0.03 -0.01
H 1.619 -4.862 -0.414 0.01 -0.12 0.10
C 1.528 -2.292 0.626 0.01 -0.24 -0.53
H 0.447 -2.184 0.641 -0.01 -0.01 0.09
H 1.825 -3.045 1.362 -0.09 -0.02 -0.03
H 1.624 -2.000 -1.507 0.04 -0.09 0.10
H 3.743 -0.965 -1.305 0.03 -0.13 0.11
H 3.955 -1.982 1.569 0.04 0.00 -0.04
H 3.991 2.898 -1.088 0.11 -0.03 -0.01
H 3.098 5.035 -1.969 0.07 0.04 -0.03
H 0.705 5.557 -1.784 -0.05 0.06 -0.02
H -0.842 3.966 -0.677 -0.10 0.03 0.04
H -0.033 -0.994 2.312 -0.14 0.05 -0.18
H -2.215 1.111 0.513 0.01 -0.15 0.01
H -3.683 -1.245 -0.517 0.02 0.10 -0.11
H -3.436 0.243 -1.469 -0.03 -0.11 0.01
H -5.075 -0.008 1.099 0.03 0.03 0.06
H -4.722 1.515 0.282 0.02 0.02 0.09
H -5.919 0.717 -1.746 -0.05 0.09 -0.07
H -6.933 0.817 -0.312 0.01 0.06 -0.07
H -6.186 -1.795 -0.122 -0.05 -0.05 0.10
H -7.630 -1.254 -0.965 0.01 -0.05 0.08
H -6.376 -2.839 -2.356 0.03 -0.11 -0.09
H -4.951 -1.805 -2.320 0.15 -0.02 -0.07
H -6.421 -1.253 -3.121 0.00 0.04 -0.11
```
Forces are in eV/Å.

## Properties
total energy	-1280.0141	hartree
E_LUMO	-0.39	eV
maximum force	0.8	eV Å⁻¹
relative energy (zero: lowest compared OMol25 entry of this formula, charge and spin)	144.3	kJ/mol
gap between HOMO and LUMO	7.855	eV
2S+1	1

---

The following is a quantum chemistry calculation of an isolated molecule of C22H29NO4, from OMol25.

XYZ file:
```
56
Properties=species:S:1:pos:R:3:forces:R:3
C 3.464 3.601 -1.946 0.01 0.06 -0.50
H 2.433 3.533 -2.299 0.14 0.02 0.01
O 3.532 3.789 -0.551 -0.16 -0.08 0.37
C 3.169 2.799 0.315 0.06 0.01 0.08
C 3.583 3.011 1.627 -0.09 -0.03 -0.24
C 3.281 2.123 2.639 -0.07 -0.08 -0.08
C 2.549 0.979 2.362 0.10 -0.10 -0.01
C 2.134 0.755 1.056 0.02 0.01 -0.02
C 2.424 1.641 0.024 0.01 0.11 -0.25
O 1.998 1.446 -1.265 0.22 0.40 0.36
C 1.454 0.196 -1.620 -0.13 -0.20 -0.07
H 1.302 0.247 -2.697 -0.01 -0.07 0.04
H 0.492 0.007 -1.135 0.05 -0.01 0.01
H 2.145 -0.620 -1.389 -0.02 0.00 0.01
H 1.565 -0.136 0.842 -0.08 -0.11 -0.06
C 2.151 0.037 3.465 -0.15 0.20 0.15
C 1.069 0.677 4.352 0.12 -0.27 0.09
N -0.067 1.097 3.568 0.37 0.26 -0.04
C -1.245 0.437 3.563 -0.34 0.47 -0.22
O -1.506 -0.466 4.330 -0.12 -0.42 0.19
C -2.215 0.935 2.499 0.02 -0.18 -0.04
H -2.276 2.024 2.535 -0.04 0.00 0.02
H -3.199 0.520 2.722 0.05 0.05 0.08
C -1.764 0.486 1.107 -0.08 -0.27 -0.10
H -2.474 0.843 0.358 0.05 0.02 0.00
C -1.658 -1.042 1.036 -0.06 0.34 0.34
O -1.235 -1.508 -0.227 -0.06 -0.13 -0.39
C -2.155 -1.702 -1.227 0.03 -0.06 -0.16
C -3.483 -1.304 -1.152 0.04 0.08 0.27
C -4.333 -1.529 -2.220 0.00 -0.02 -0.04
C -3.869 -2.143 -3.364 -0.06 0.01 -0.01
C -2.545 -2.557 -3.451 -0.10 0.08 0.10
C -1.681 -2.347 -2.379 0.05 0.09 0.19
C -0.260 -2.822 -2.447 -0.06 0.05 0.09
H -0.227 -3.879 -2.706 0.09 -0.07 -0.04
H 0.293 -2.274 -3.210 0.12 0.00 -0.09
H 0.230 -2.679 -1.490 0.11 -0.05 0.00
C -2.053 -3.235 -4.693 -0.01 0.01 0.06
H -1.195 -2.707 -5.107 0.08 -0.02 -0.09
H -1.739 -4.256 -4.474 0.06 -0.09 -0.06
H -2.836 -3.271 -5.446 -0.01 -0.02 -0.06
H -4.536 -2.308 -4.197 -0.05 -0.02 -0.10
H -5.365 -1.216 -2.151 -0.08 0.03 0.01
H -3.873 -0.821 -0.270 0.01 0.06 0.10
H -2.605 -1.507 1.330 0.07 -0.02 0.00
H -0.889 -1.386 1.735 -0.14 -0.01 -0.03
H -0.790 0.919 0.868 0.00 0.00 -0.07
H 0.117 1.790 2.859 -0.14 -0.04 -0.02
H 0.701 -0.044 5.084 0.07 0.15 -0.01
H 1.481 1.546 4.873 -0.01 -0.10 0.03
H 1.761 -0.891 3.043 0.02 -0.05 0.03
H 3.013 -0.202 4.089 0.02 -0.08 0.00
H 3.625 2.318 3.644 0.05 0.03 0.14
H 4.157 3.903 1.824 0.08 0.12 0.00
H 4.012 2.709 -2.260 -0.04 0.05 0.01
H 3.938 4.484 -2.374 -0.02 -0.07 0.00
```
Forces are in eV/Å.

## Properties
total energy	-1211.4295	hartree
E_LUMO	0.69	eV
maximum force	0.6	eV Å⁻¹
relative energy (zero: lowest compared OMol25 entry of this formula, charge and spin)	228.6	kJ/mol
gap between HOMO and LUMO	8.815	eV
2S+1	1

---

Number 2 is which compound? C22H29N3O6S

---

Number 2 is which compound? C22H29N3O6S

---

Among the records above, which one has the highest total energy? C22H29NO4